Record 1
60
Properties=species:S:1:pos:R:3 method="wB97M-V/def2-TZVPD" s2=6.01 total_charge=+3 de_lowest_kcal_mol=0.0 e_lumo_ev="-9.33 / -14.08" total_energy_ev=-79651.516 spin_multiplicity=5
C -0.871 -0.187 -5.053
C -0.493 -0.823 -3.748
H -1.874 0.251 -4.900
H -0.911 -1.028 -5.819
H -0.134 0.601 -5.227
O -1.298 -1.531 -3.175
Cl 1.351 -1.024 -4.113
Pd 1.437 0.937 0.555
P 1.261 -2.208 -1.741
C 0.210 -2.943 -0.449
C 1.157 -3.612 -2.941
H 1.386 -4.504 -2.334
H 3.138 -3.517 -0.913
H 1.840 -3.468 -3.811
H 3.712 -1.971 -1.676
H -0.820 -2.636 -0.724
H 0.103 -3.608 -3.313
C 2.949 -2.425 -1.019
H 0.372 -4.032 -0.549
H 2.949 -1.926 -0.025
H 0.511 -2.555 0.539
P 1.148 2.344 -1.214
C 0.061 3.516 -0.376
C 2.875 2.885 -1.093
H 1.435 1.964 -3.640
H 0.867 3.600 -3.169
H -0.264 2.204 -3.160
C 0.764 2.522 -2.976
H 3.478 2.370 -1.864
H 2.869 3.974 -1.226
H 0.131 4.453 -0.931
H 0.371 3.629 0.677
H 3.251 2.556 -0.098
H -0.953 3.098 -0.396
Cl 3.404 0.892 1.796
C -0.113 -2.705 4.304
C -1.031 -1.875 3.438
O -0.306 -1.299 2.246
P -0.436 0.130 1.469
O -0.958 1.031 2.742
C 0.031 1.565 3.703
C -0.623 2.550 4.653
O -1.703 0.069 0.469
C -3.120 0.453 0.991
C -4.026 0.559 -0.208
H 0.359 -3.527 3.747
H -0.726 -3.167 5.091
H 0.650 -2.065 4.771
H -1.804 -2.514 2.987
H -1.538 -1.097 4.029
H 0.509 0.744 4.288
H 0.823 2.017 3.085
H -1.568 2.132 5.043
H 0.134 2.729 5.445
H -0.786 3.511 4.120
H -3.102 1.443 1.478
H -3.324 -0.335 1.749
H -4.167 -0.423 -0.691
H -4.987 1.023 0.101
H -3.597 1.260 -0.942



Record 2
57
Properties=species:S:1:pos:R:3 method="wB97M-V/def2-TZVPD" total_charge=+3 e_lumo_ev=-13.48 total_energy_ev=-66889.111 spin_multiplicity=1
C -0.399 -0.123 -4.126
C -1.030 -0.372 -2.821
H -0.464 0.913 -4.495
H -0.795 -0.789 -4.883
H 0.672 -0.348 -3.991
O -0.546 0.405 -1.877
I -0.966 -3.396 0.202
Zr 0.184 -0.658 -0.270
P 2.647 -1.146 -0.787
C 3.888 -0.386 0.300
C 2.960 -2.937 -0.662
H 4.030 -3.123 -0.798
H 4.340 -0.890 -2.490
H 2.389 -3.466 -1.432
H 2.791 -1.464 -3.196
H 3.736 -0.736 1.332
H 2.634 -3.308 0.314
C 3.247 -0.778 -2.472
H 4.888 -0.679 -0.049
H 2.981 0.250 -2.750
H 3.787 0.711 0.288
P -2.828 -1.250 -0.983
C -3.960 -0.347 0.134
C -3.467 -0.685 -2.592
H -3.162 -3.495 -1.802
H -4.745 -2.762 -1.360
H -3.640 -3.362 -0.073
C -3.696 -2.887 -1.063
H -2.986 -1.275 -3.389
H -4.545 -0.897 -2.571
H -4.970 -0.379 -0.320
H -3.639 0.700 0.255
H -3.319 0.392 -2.736
H -3.978 -0.844 1.117
Cl 0.271 -2.293 -2.461
C -2.088 1.241 2.924
C -1.255 2.065 1.941
P 0.266 1.253 1.371
C 1.318 2.540 0.605
C 2.092 3.439 1.556
C 1.043 0.530 2.845
C 0.977 1.382 4.104
H -1.486 0.524 3.495
H -2.589 1.918 3.636
H -2.873 0.676 2.400
H -1.847 2.278 1.039
H -0.938 3.025 2.366
H 2.012 2.050 -0.082
H 0.638 3.138 -0.003
H 2.897 2.916 2.098
H 2.578 4.228 0.961
H 1.448 3.941 2.296
H 0.513 -0.421 3.031
H 2.080 0.246 2.597
H -0.009 1.808 4.283
H 1.201 0.741 4.959
H 1.711 2.186 4.085



Record 3
71
Properties=species:S:1:pos:R:3 method="wB97M-V/def2-TZVPD" s2=3.77 total_charge=+3 e_lumo_ev="-12.21 / -13.18" total_energy_ev=-181594.535 spin_multiplicity=4
Pb -1.634 0.365 -4.828
Cu -0.278 3.834 1.170
Cu -0.522 3.192 -2.137
O 0.616 2.425 -0.412
C 0.411 0.976 -0.294
C -0.874 0.352 -0.996
O -1.235 0.993 -2.216
H 0.418 0.873 0.791
H 1.335 0.438 -0.509
H -1.654 0.460 -0.242
H -0.908 -0.728 -1.139
O 2.521 -2.551 0.534
S 2.305 -1.894 1.819
O 1.021 -1.686 2.380
O 3.206 -2.930 2.878
C 2.862 -4.211 2.953
C 3.972 -5.082 3.667
C 3.289 -0.290 2.024
H 2.747 -4.644 1.959
H 1.881 -4.413 3.383
H 3.380 -5.952 3.951
H 4.601 -4.730 4.485
H 4.774 -5.165 2.934
H 4.255 -0.576 1.609
H 3.281 0.082 3.049
H 2.732 0.473 1.479
O 6.559 1.106 -0.181
S 5.538 2.091 -0.269
O 4.680 2.445 0.916
O 6.211 3.498 -0.712
C 7.467 3.438 -1.284
C 8.055 4.888 -1.459
C 4.489 1.986 -1.818
H 7.355 3.012 -2.281
H 8.212 2.902 -0.697
H 9.037 4.624 -1.853
H 8.271 5.460 -0.556
H 7.674 5.521 -2.261
H 3.892 2.894 -1.905
H 3.883 1.080 -1.810
H 5.181 2.017 -2.659
O -4.314 2.580 2.785
S -3.418 2.017 1.799
O -2.112 2.582 1.471
O -3.293 0.430 2.048
C -2.377 -0.008 2.936
C -2.248 -1.526 2.908
C -4.343 2.009 0.295
H -2.671 0.409 3.900
H -1.422 0.449 2.675
H -3.255 -1.939 2.843
H -1.794 -1.778 3.866
H -1.657 -1.918 2.080
H -4.221 2.917 -0.297
H -5.400 1.844 0.507
H -4.102 1.171 -0.358
O -3.654 -0.891 -3.650
S -4.746 -0.873 -2.724
O -5.237 0.445 -2.303
O -5.882 -1.771 -3.502
C -7.211 -1.383 -3.166
C -8.059 -2.707 -3.294
C -4.468 -1.945 -1.266
H -7.556 -0.531 -3.751
H -7.299 -0.844 -2.223
H -8.028 -3.108 -4.307
H -9.114 -2.487 -3.130
H -7.922 -3.471 -2.529
H -4.658 -2.978 -1.555
H -5.115 -1.560 -0.478
H -3.427 -1.710 -1.044